[1]
{
  "formula": "C4H7NO",
  "method": "ωB97M-V with the def2-TZVPD basis set",
  "de_lowest_kj_mol": 262.8,
  "total_charge": 0,
  "homo_ha": -0.3509,
  "spin_multiplicity": 1,
  "e_lumo_ev": 1.04,
  "smiles": "C1OC[C@H]2N[C@@H]12",
  "energy_ev": -7796.9202,
  "homo_lumo_gap_ha": 0.38899,
  "species": ["C", "O", "C", "C", "N", "C", "H", "H", "H", "H", "H", "H", "H"],
  "coordinates": [[-0.455501, 0.529261, -1.130774], [-1.446593, 0.179586, -0.163312], [-0.807677, 0.106417, 1.086352], [0.634992, -0.225985, 0.828306], [1.037015, -1.353271, -0.293741], [0.873639, 0.030467, -0.589571], [-0.409687, 1.620886, -1.243633], [-0.753922, 0.075577, -2.081270], [-0.500566, 1.098406, 1.511975], [-1.428881, -0.498256, 1.768856], [1.312351, -0.209275, 1.673144], [0.174030, -1.875165, -0.433244], [1.770800, 0.521354, -0.933089]],
  "atomic_forces_ev_per_a": [[-0.04, 0.15, -0.19], [0.15, -0.06, -0.06], [0.89, 0.50, 0.37], [0.72, -2.97, -0.94], [-0.96, 0.42, 2.22], [-0.02, 1.01, -0.45], [-0.01, -0.07, -0.04], [0.10, 0.09, 0.11], [-1.58, 0.01, 0.17], [0.49, 0.30, -0.26], [0.22, 0.32, -0.40], [-0.05, 0.11, -0.32], [0.09, 0.18, -0.19]]
}

---

[2]
{
  "formula": "C3H9N4",
  "method": "ωB97M-V with the def2-TZVPD basis set",
  "de_lowest_kj_mol": 368.3,
  "total_charge": 1,
  "homo_ha": -0.5176,
  "spin_multiplicity": 1,
  "e_lumo_ev": -5.48,
  "smiles": "[H]/N=N/C(=[NH2+])[C@H](C)N",
  "energy_ev": -9207.8044,
  "homo_lumo_gap_ha": 0.31633,
  "species": ["C", "C", "C", "N", "N", "N", "N", "H", "H", "H", "H", "H", "H", "H", "H", "H"],
  "coordinates": [[0.716856, 0.691032, -0.245092], [-0.500536, -0.217331, -0.498706], [-1.486874, 0.044541, 0.639990], [1.601971, 0.108419, 0.380647], [-0.215599, -1.604195, -0.581120], [0.511316, 2.018988, -0.310458], [2.325481, -0.846971, 0.213119], [-1.031100, 0.160612, -1.347196], [-2.215500, -0.853153, 0.578148], [-1.849922, 1.016398, 0.732821], [-0.954335, -0.204223, 1.638607], [-0.911720, -2.084933, -0.009564], [-0.157741, 2.489851, -0.782127], [1.386516, 2.471104, -0.071858], [0.146659, -1.993856, -1.470002], [2.634527, -1.196282, 1.132789]],
  "atomic_forces_ev_per_a": [[-5.54, 2.31, -1.94], [-0.62, 0.05, 0.15], [1.18, -4.43, 2.30], [3.28, -1.13, 2.06], [0.43, 0.21, 0.04], [5.09, -2.79, 2.14], [0.80, -0.43, -0.07], [0.18, 0.45, -1.20], [0.33, 2.19, 0.00], [-1.05, 1.33, -0.21], [-0.66, 0.55, -1.41], [0.77, -0.66, -0.92], [-2.63, 1.31, -1.86], [-0.51, 0.99, -0.19], [-0.90, 0.23, 1.10], [-0.14, -0.17, 0.01]]
}

---

[3]
{
  "formula": "C54H39BN2O12P",
  "method": "ωB97M-V with the def2-TZVPD basis set",
  "total_charge": 1,
  "homo_ha": -0.3971,
  "spin_multiplicity": 1,
  "e_lumo_ev": -5.45,
  "energy_ev": -94125.1821,
  "homo_lumo_gap_ha": 0.19693,
  "species": ["C", "C", "C", "C", "C", "O", "O", "N", "C", "O", "B", "O", "O", "C", "N", "P", "C", "C", "C", "C", "C", "O", "H", "H", "H", "H", "H", "H", "H", "H", "H", "H", "H", "H", "H", "H", "H", "C", "C", "C", "C", "C", "C", "C", "O", "C", "C", "C", "C", "C", "C", "C", "O", "H", "H", "H", "H", "H", "H", "H", "H", "C", "C", "C", "C", "C", "C", "C", "O", "C", "C", "C", "C", "C", "C", "C", "O", "H", "H", "H", "H", "H", "H", "H", "H", "C", "C", "C", "C", "C", "C", "C", "O", "C", "C", "C", "C", "C", "C", "C", "O", "H", "H", "H", "H", "H", "H", "H", "H"],
  "coordinates": [[-2.082906, -2.475101, -2.399744], [-1.550074, -2.408150, -3.722719], [-1.574233, -2.466605, -5.394095], [-1.865240, -1.023158, -6.180244], [-2.112193, 0.407308, -5.373378], [-3.199031, 1.183901, -5.639254], [-1.221296, 0.923459, -4.299798], [0.047247, 0.506647, -4.473196], [-1.926705, -1.152231, -7.846626], [-2.221172, 0.024115, -8.726033], [-3.722514, 0.034804, -8.843094], [-4.507906, 1.311765, -8.982165], [-4.555877, -1.205058, -8.784562], [-1.688647, -2.651328, -8.549042], [-1.426991, -3.917592, -7.741366], [-1.245635, -5.456691, -8.626991], [-2.882410, -5.716320, -9.578882], [0.287529, -5.481040, -9.766965], [-1.357823, -3.909963, -6.210496], [-1.127013, -5.233046, -5.266552], [0.277074, -5.205716, -4.393474], [0.236424, -5.861323, -3.200958], [-2.410655, -2.559228, -1.275534], [0.269403, -0.084548, -3.616388], [0.643929, 1.374785, -4.320028], [-5.017644, 1.438787, -8.106891], [-4.931794, -1.252609, -7.846426], [-1.758826, -2.703477, -9.734573], [-3.130036, -6.880562, -9.653776], [-2.950692, -5.162060, -10.607874], [-3.749448, -5.269115, -8.891354], [0.055601, -5.534901, -10.913612], [1.056495, -4.592999, -9.558759], [0.891073, -6.471774, -9.491317], [-1.127633, -6.257874, -5.851306], [-2.044629, -5.307059, -4.506478], [1.278953, -4.689813, -4.738958], [6.047690, 5.085669, -2.391528], [5.390027, 4.264237, -3.306808], [4.321561, 3.469000, -2.889378], [3.916800, 3.485936, -1.549096], [4.590144, 4.288670, -0.629120], [5.650907, 5.099417, -1.053597], [4.203832, 4.277083, 0.796610], [4.792502, 4.984613, 1.604752], [3.104436, 3.394582, 1.235467], [2.765993, 3.330386, 2.593472], [1.718729, 2.508414, 3.015275], [1.002260, 1.757463, 2.083814], [1.340880, 1.815201, 0.731096], [2.400658, 2.628187, 0.307706], [2.774177, 2.654993, -1.120272], [2.147996, 1.991759, -1.938935], [6.874467, 5.712367, -2.718656], [5.707510, 4.244024, -4.346989], [3.809500, 2.834126, -3.610574], [6.172506, 5.738975, -0.343711], [3.318289, 3.915920, 3.326770], [1.461012, 2.456076, 4.070887], [0.181743, 1.122633, 2.411164], [0.780194, 1.222358, 0.010296], [0.282177, 8.755175, 5.440381], [1.159431, 7.836951, 4.863929], [1.245081, 6.539534, 5.371511], [0.459469, 6.162228, 6.467380], [-0.399482, 7.087561, 7.059064], [-0.497021, 8.383992, 6.537086], [-1.196083, 6.715410, 8.246080], [-1.953509, 7.526587, 8.764270], [-1.060163, 5.355305, 8.804400], [-1.765686, 5.007284, 9.963694], [-1.653174, 3.718929, 10.490759], [-0.845528, 2.774174, 9.858288], [-0.137198, 3.119794, 8.706480], [-0.237403, 4.416183, 8.184303], [0.543542, 4.782509, 6.986269], [1.257200, 3.954150, 6.432458], [0.208632, 9.763573, 5.039073], [1.776023, 8.130104, 4.017136], [1.928348, 5.826502, 4.913112], [-1.175499, 9.107728, 6.985318], [-2.400905, 5.738026, 10.461810], [-2.197791, 3.452392, 11.393988], [-0.763351, 1.768367, 10.264510], [0.495195, 2.378373, 8.220932], [-1.491802, -2.238013, 5.602109], [-2.034906, -1.671065, 4.449454], [-1.964308, -2.355153, 3.234831], [-1.337557, -3.605529, 3.169901], [-0.772960, -4.161139, 4.317358], [-0.860411, -3.481016, 5.539034], [-0.066006, -5.456451, 4.250588], [0.427141, -5.946890, 5.258805], [0.045548, -6.147368, 2.950485], [0.762871, -7.347537, 2.861670], [0.861998, -8.014349, 1.638620], [0.239028, -7.491114, 0.505919], [-0.471477, -6.292821, 0.590297], [-0.559931, -5.614784, 1.813316], [-1.283381, -4.329907, 1.884490], [-1.827261, -3.866995, 0.888448], [-1.554895, -1.709094, 6.550576], [-2.515802, -0.696521, 4.496155], [-2.395098, -1.908733, 2.340110], [-0.433911, -3.914853, 6.441764], [1.249540, -7.764475, 3.741966], [1.423878, -8.943413, 1.570781], [0.309979, -8.014052, -0.445353], [-0.951096, -5.887878, -0.299293]],
  "atomic_forces_ev_per_a": [[3.62, 0.26, -9.37], [-4.66, -1.02, 6.32], [-0.29, 0.69, -1.03], [1.00, -3.44, -1.93], [-4.82, 4.82, -0.22], [7.21, -5.93, 1.42], [-5.18, -1.11, -3.21], [4.12, -0.75, 1.57], [0.54, -2.26, 1.29], [-2.37, -3.81, 2.47], [-2.51, 1.26, 0.35], [1.98, -2.95, 2.21], [2.04, 2.30, 1.94], [-0.29, 2.01, 3.37], [-0.61, 5.21, 1.31], [-0.05, -2.57, 0.25], [-1.44, 0.70, -0.08], [1.58, 0.25, -0.72], [-0.64, 3.10, -0.09], [-0.09, -0.05, 0.04], [-1.07, -3.33, 6.08], [0.39, 4.31, -7.89], [1.10, 0.18, -2.49], [-0.27, 0.85, -1.29], [-0.94, -1.30, -0.37], [1.04, -0.26, -2.06], [0.48, 0.02, -1.94], [0.23, -0.15, 2.93], [0.93, 2.62, 0.02], [0.11, -1.28, 1.83], [1.94, -0.90, -1.40], [0.29, 0.30, 2.20], [-1.87, -1.79, -0.45], [-1.55, 2.13, -0.46], [0.08, 2.36, 0.80], [2.20, 0.43, -1.54], [-2.09, -0.96, 0.47], [-0.17, -0.08, 0.30], [-0.28, -0.17, 0.20], [0.27, 0.21, -0.10], [0.35, 0.16, -0.44], [0.40, 0.23, -0.48], [0.07, -0.03, -0.28], [0.74, 0.89, 1.03], [-0.39, -0.45, -0.54], [-0.37, -0.25, 0.53], [-0.24, -0.18, 0.06], [0.21, 0.16, -0.15], [0.19, 0.10, -0.36], [-0.06, 0.00, 0.32], [-0.39, -0.26, 0.34], [-0.57, -0.61, -0.70], [0.15, 0.18, 0.18], [-0.16, -0.12, 0.08], [-0.07, 0.00, 0.19], [0.03, 0.12, 0.30], [-0.23, -0.23, -0.04], [-0.05, -0.09, -0.30], [0.08, 0.09, -0.16], [0.15, 0.11, -0.07], [0.25, 0.21, 0.06], [-0.14, -0.20, 0.27], [-0.06, -0.32, 0.19], [-0.02, 0.30, -0.14], [0.19, 0.42, -0.39], [0.17, 0.45, -0.43], [0.18, 0.07, -0.23], [-0.93, 1.05, 0.62], [0.48, -0.53, -0.33], [-0.15, -0.47, 0.49], [0.02, -0.31, 0.13], [0.03, 0.32, -0.24], [0.14, 0.19, -0.30], [-0.17, -0.07, 0.27], [-0.15, -0.46, 0.41], [0.80, -0.86, -0.61], [-0.37, 0.35, 0.22], [0.00, -0.19, 0.10], [-0.11, -0.08, 0.16], [-0.23, 0.07, 0.22], [0.13, -0.30, 0.02], [0.20, -0.07, -0.27], [0.10, 0.07, -0.18], [0.00, 0.19, -0.08], [-0.09, 0.32, 0.01], [0.14, -0.30, -0.13], [0.06, -0.24, -0.28], [-0.01, 0.18, 0.30], [-0.16, 0.49, 0.27], [-0.21, 0.52, 0.36], [-0.13, 0.26, -0.02], [0.64, -0.65, 1.31], [-0.34, 0.35, -0.69], [0.27, -0.52, -0.35], [0.02, -0.14, -0.27], [-0.11, 0.28, 0.27], [-0.16, 0.30, 0.11], [0.16, -0.25, -0.01], [0.14, -0.44, -0.40], [-0.45, 0.38, -0.87], [0.15, -0.04, 0.18], [0.02, -0.12, -0.18], [0.07, -0.19, -0.02], [0.13, -0.25, 0.16], [-0.04, -0.03, -0.33], [-0.21, 0.24, -0.12], [-0.11, 0.18, 0.04], [-0.02, 0.14, 0.17], [0.10, 0.02, 0.29]]
}

---

[4]
{
  "formula": "C11H17K2N4O7",
  "method": "ωB97M-V with the def2-TZVPD basis set",
  "de_lowest_kj_mol": 775.6,
  "total_charge": 1,
  "homo_ha": -0.3662,
  "spin_multiplicity": 1,
  "e_lumo_ev": -4.43,
  "energy_ev": -64608.6292,
  "homo_lumo_gap_ha": 0.20349,
  "species": ["K", "K", "O", "C", "O", "O", "H", "C", "N", "O", "O", "H", "H", "H", "C", "N", "O", "O", "H", "H", "H", "N", "C", "C", "C", "C", "H", "H", "H", "H", "H", "N", "C", "C", "C", "C", "H", "H", "H", "H", "H"],
  "coordinates": [[25.467722, -3.837614, 10.578362], [26.287490, -7.610884, 10.051687], [22.627525, -6.689393, 11.425362], [23.770312, -6.062423, 11.197225], [23.975055, -4.936303, 11.684158], [24.592199, -6.662580, 10.504244], [22.208283, -5.932152, 11.840592], [22.331127, -7.327227, 9.195954], [21.832532, -7.294630, 7.726319], [21.426917, -8.332521, 7.182839], [21.785666, -6.200161, 7.219335], [23.393347, -7.128775, 9.053116], [22.087227, -8.321217, 9.570926], [21.850380, -6.473333, 9.673292], [24.331428, -7.785296, 13.205460], [24.366960, -8.949586, 12.266221], [23.470109, -9.801966, 12.293163], [25.368342, -9.112032, 11.644505], [23.275970, -7.552805, 13.347081], [24.897735, -6.937076, 12.820850], [24.649454, -8.227999, 14.149381], [21.359221, -8.225583, 11.839781], [21.062941, -9.560939, 11.738652], [19.665019, -9.599750, 11.991673], [19.193307, -8.285591, 12.133694], [20.288760, -7.452827, 12.059814], [22.224958, -7.881930, 11.449255], [21.736615, -10.347309, 11.431759], [19.131997, -10.536942, 11.928927], [18.187463, -7.909614, 12.249126], [20.426110, -6.382349, 12.099988], [22.209701, -3.835676, 11.961501], [20.917663, -4.079514, 11.681808], [20.065258, -3.408041, 12.549312], [21.017479, -2.702164, 13.476232], [22.317313, -3.021753, 13.018077], [23.009415, -4.191249, 11.457394], [20.631154, -4.493971, 10.726537], [18.988984, -3.326009, 12.585373], [20.740206, -2.000321, 14.248847], [23.225032, -2.697230, 13.505046]],
  "atomic_forces_ev_per_a": [[2.03, 1.86, -1.47], [5.00, -2.59, -2.03], [5.14, 7.64, -0.11], [1.12, -0.46, -0.62], [3.78, -3.95, 1.35], [-2.31, 2.19, 0.57], [-2.23, 0.22, 1.22], [-0.71, -0.11, -3.62], [-1.39, -1.63, 0.12], [1.06, 1.44, 1.14], [0.39, 0.42, -0.14], [-0.57, -0.34, 0.15], [0.03, 0.35, 0.07], [-0.27, -0.67, -0.83], [-1.23, -0.78, 0.74], [-2.54, -2.15, 1.76], [2.18, 2.07, 0.53], [2.16, -0.27, -1.23], [0.22, 0.01, 0.11], [0.24, -0.63, 0.50], [0.49, 0.34, -0.06], [0.31, -5.00, -0.11], [-3.96, 1.01, 0.71], [1.56, -1.27, -1.04], [-0.23, 0.66, 0.33], [-0.69, -0.04, -0.17], [-1.98, -2.66, 0.98], [-0.33, 0.33, 0.16], [-0.38, 0.24, 0.19], [-0.02, -0.35, 0.20], [-0.68, -0.14, 0.18], [-3.04, 2.14, -0.12], [-2.41, 0.79, -0.54], [2.93, 1.15, 1.68], [-0.39, -1.35, -2.31], [-2.26, 1.36, 2.17], [-1.63, 1.26, 0.02], [0.08, -0.35, -0.01], [0.16, -0.25, -0.18], [0.15, -0.24, 0.09], [0.24, -0.24, -0.35]]
}